Record 1
# C10H36N2O8

A 8-piece molecular cluster, C10H36N2O8 overall in a non-equilibrium geometry (the ωB97M-V functional and the def2-TZVPD basis, the OMol25 dataset).

XYZ file:
```
56
Properties=species:S:1:pos:R:3:forces:R:3
N 3.23974 -0.27432 2.57294 -2.28 1.05 -0.41
C 3.74861 -1.51994 2.69887 -4.87 2.13 2.10
N 4.99243 -1.42183 2.52830 6.86 -2.50 -1.14
O 3.08710 -2.44306 3.12923 -0.02 -1.20 -0.61
H 3.86373 0.51516 2.48652 -0.82 0.03 0.14
H 2.26937 -0.21773 2.84729 0.31 0.72 -0.07
H 5.40930 -2.34073 2.48402 0.89 0.39 -0.05
H 5.45974 -0.60445 2.16280 -0.10 -0.58 -0.01
C -0.27875 -1.73450 0.17956 0.66 0.22 0.66
C -0.43759 -0.36875 0.87058 -0.82 0.21 -1.14
O -0.32069 0.60710 -0.19369 0.13 -0.16 0.44
H 0.12318 -2.46477 0.88188 -0.32 -0.22 0.04
H 0.45710 -1.65759 -0.62089 0.09 0.22 0.03
H -1.18749 -2.09893 -0.29948 -0.14 0.11 0.31
H 0.20602 -0.11933 1.71418 0.63 -0.38 -0.36
H -1.43278 -0.22991 1.29299 -0.30 -0.37 0.03
H 0.16212 1.36361 0.14719 0.08 0.31 0.16
C 3.40586 -0.40324 -1.05719 -0.54 -0.11 0.17
C 3.33879 -1.91397 -1.05004 -1.35 -0.88 1.02
O 2.56304 -2.39366 -2.13305 0.19 0.21 -1.13
H 3.60725 0.01831 -2.04199 0.68 -0.10 0.11
H 4.03532 -0.06417 -0.23444 0.44 0.14 -0.41
H 2.42819 0.00844 -0.80666 -0.30 -0.25 0.01
H 2.73967 -2.25195 -0.20451 0.21 0.50 0.87
H 4.25059 -2.49519 -0.91257 0.64 0.51 -0.55
H 2.32495 -3.30537 -1.94947 0.00 -0.02 -0.05
C -3.57010 -4.36751 -1.22892 -0.24 -0.44 0.96
O -4.63819 -3.72579 -1.83941 -0.77 1.00 -1.06
H -3.93083 -4.63817 -0.23659 0.46 -0.58 0.30
H -3.37760 -5.25819 -1.82703 0.38 0.09 0.22
H -2.69689 -3.73291 -1.07763 0.25 -0.09 -0.40
H -4.75323 -2.86064 -1.43954 -0.08 0.02 -0.03
C -4.82188 1.13978 3.87058 0.07 0.96 -0.25
O -3.45691 0.76623 3.87406 0.13 -0.82 0.10
H -5.21013 1.21610 2.85494 -0.10 -0.04 -0.10
H -5.47526 0.46180 4.41971 0.52 -0.22 0.11
H -4.86094 2.12867 4.32737 -0.55 0.11 0.09
H -3.01512 1.22248 3.15416 -0.06 0.01 0.02
C 1.90473 3.28160 0.13673 0.59 0.93 0.46
O 1.34854 2.69853 1.29447 -0.49 -0.39 0.56
H 2.65664 4.01385 0.43091 0.47 -0.05 0.01
H 2.40658 2.48340 -0.41018 -0.51 0.30 -0.54
H 1.13554 3.91243 -0.30881 0.08 -0.60 -1.10
H 0.81426 3.40507 1.66453 -0.16 -0.23 0.48
C -0.09682 3.46658 -3.01973 -0.30 -0.87 -2.18
O 0.08837 4.84520 -3.02055 0.58 1.31 0.67
H -0.62188 3.09618 -2.13926 0.32 0.01 -0.24
H -0.62684 3.27522 -3.95278 -1.30 -0.59 0.36
H 0.80142 2.94772 -3.35445 0.68 -0.38 1.32
H 0.52107 5.01592 -3.86033 0.00 0.48 0.10
C -3.44133 0.54244 -2.22399 0.27 -1.52 0.16
O -2.05548 0.79532 -2.41227 -0.82 0.66 -0.74
H -3.49806 -0.18414 -1.41345 -0.53 0.16 0.43
H -4.13802 1.36461 -2.06036 0.60 0.56 0.29
H -3.87456 -0.00733 -3.05956 0.32 0.07 -0.46
H -1.57188 0.50632 -1.63496 0.22 0.19 0.30
```
Positions in Å, forces in eV/Å.

Properties
- E_HOMO: -9.827 eV
- ΔE to the lowest compared entry with this formula, charge and spin: 49.73 kcal/mol
- SMILES: NC(N)=O.CCO.CCO.CO.CO.CO.CO.CO
- F_max: 7.4 eV Å⁻¹
- Total charge: 0

=====

Record 2
# C22H23N7O2Pt

C22H23N7O2Pt as an isolated structure in a non-equilibrium geometry (the ωB97M-V functional and the def2-TZVPD basis, the OMol25 dataset).

XYZ file:
```
55
Properties=species:S:1:pos:R:3:forces:R:3
Pt -0.46169 -0.70679 -0.14826 -0.48 0.51 -2.57
C 0.90779 -2.94319 3.58018 0.19 -0.03 0.12
C 2.05881 -2.24029 3.94806 -0.08 -0.12 -0.01
C 2.20105 -0.95322 3.50243 0.08 0.13 0.05
C 1.24469 -0.40394 2.64586 -0.23 0.44 -0.19
N 0.19662 -1.10760 2.19566 0.25 -0.62 -0.21
C 0.03365 -2.34728 2.71562 0.09 0.21 -0.09
N 1.37825 0.94320 2.35763 0.07 -0.56 0.22
C 0.75283 1.59130 1.47162 -0.06 0.13 -0.12
N -0.07976 1.17573 0.39885 -0.23 0.62 0.90
C -0.23869 2.24370 -0.45905 -0.06 -0.27 0.02
N -0.74786 2.27426 -1.65013 0.17 -0.23 0.03
C -1.43536 1.25060 -2.19368 0.08 0.48 0.64
C -1.90888 1.45956 -3.50833 -0.07 -0.01 0.03
C -2.82989 0.62788 -4.05987 -0.06 -0.05 -0.06
C -3.31690 -0.43761 -3.28057 0.01 0.02 0.04
C -2.76758 -0.65793 -2.05792 0.13 0.25 -0.19
N -1.79286 0.13184 -1.49669 0.01 -0.77 -0.82
C 0.35179 3.43064 0.15187 -0.09 0.22 -0.25
C 0.41084 4.73685 -0.30609 0.00 -0.08 0.06
C 1.09099 5.64492 0.49389 0.05 -0.02 0.09
C 1.67978 5.25163 1.69987 -0.04 -0.02 -0.09
C 1.61737 3.93443 2.14278 -0.06 0.05 -0.06
C 0.94050 3.04181 1.33508 0.06 0.01 0.09
H 0.69790 -3.93163 3.96092 0.01 -0.02 0.03
H 2.80231 -2.68933 4.59166 -0.01 0.00 0.04
H 3.02664 -0.32307 3.79863 0.01 0.00 0.02
H -0.85941 -2.88251 2.44988 -0.06 0.01 0.09
H -1.54077 2.33772 -4.01778 0.04 0.02 0.04
H -3.20677 0.80306 -5.05823 -0.01 -0.02 0.00
H -4.11389 -1.07925 -3.62724 0.00 -0.01 0.00
H -3.14313 -1.48368 -1.49580 -0.09 -0.08 0.08
H -0.04649 5.03032 -1.23955 -0.01 0.00 -0.03
H 1.17421 6.67477 0.17660 -0.01 0.03 0.02
H 2.20301 5.98691 2.29498 0.00 0.02 0.01
H 2.07116 3.62309 3.07159 0.04 -0.03 0.02
N -2.11040 -1.90939 0.60916 0.14 0.46 0.76
C -1.87503 -3.35837 0.27909 -0.33 0.07 -0.29
C -1.44950 -3.41780 -1.17352 0.03 -0.14 0.40
N -0.29186 -2.50576 -1.23870 0.01 -0.46 0.19
H -2.27593 -1.75191 1.60306 0.06 -0.13 -0.02
H -2.94500 -1.58470 0.13519 -0.13 0.06 0.27
H -2.75991 -3.96834 0.46739 -0.07 0.19 0.06
H -1.07296 -3.72737 0.90972 0.01 -0.06 -0.09
H -2.21941 -3.05051 -1.83944 0.00 -0.13 -0.09
H -1.20736 -4.43407 -1.48533 0.15 0.04 0.09
H -0.04839 -2.24240 -2.19247 0.02 0.02 0.04
H 0.52834 -2.95047 -0.82036 0.04 0.01 -0.18
C 3.35470 -0.31629 -1.67823 -0.09 0.03 -0.14
C 2.06816 -0.62223 -0.99762 -0.02 0.17 -0.12
O 1.95966 -1.26280 0.03931 0.54 -0.46 0.32
O 0.94636 -0.17085 -1.53501 0.02 0.08 0.84
H 3.90832 -1.24265 -1.82432 0.03 0.01 0.03
H 3.93964 0.32144 -1.01442 0.01 0.00 0.00
H 3.20030 0.18753 -2.62793 0.00 0.01 0.00
```
Positions in Å, forces in eV/Å.

Properties
- E_HOMO (spin up / spin down): -14.095 / -14.095 eV
- ΔE to the lowest compared entry with this formula, charge and spin: 61.86 kcal/mol
- F_max: 2.7 eV Å⁻¹
- Total charge: +2

=====

Record 3
# C23H19F5NO4SbSe4Ti

C23H19F5NO4SbSe4Ti as an isolated structure in a non-equilibrium geometry (the ωB97M-V functional and the def2-TZVPD basis, the OMol25 dataset).

XYZ file:
```
58
Properties=species:S:1:pos:R:3:forces:R:3
Ti -0.10127 -0.43081 -0.86702 1.18 -0.44 1.86
O 1.35280 0.36860 -4.79993 0.08 -0.04 -0.01
C 0.68852 -0.09212 -3.75140 -0.08 0.53 -0.04
O 0.30335 0.64313 -2.85271 -0.07 0.18 -0.17
C 0.43670 -1.52630 -3.69120 -0.16 -0.19 0.09
C 1.06192 -2.51124 -4.41326 -0.03 0.36 -0.23
C 0.83825 -3.83111 -4.03583 0.08 -0.32 -0.09
C 0.04484 -4.10659 -2.95029 -0.22 -0.04 0.08
C -0.51032 -3.03282 -2.25393 -0.33 -0.24 0.46
N -0.34070 -1.79082 -2.62879 0.45 0.08 0.02
C -1.24312 -3.11996 -0.92195 -0.06 0.00 -0.28
O -1.86703 -4.10915 -0.61113 0.07 0.01 0.09
O -1.13592 -2.00749 -0.25277 0.02 0.03 -0.48
H 1.56621 1.29632 -4.61588 -0.02 -0.01 0.01
H 1.75668 -2.25700 -5.19737 -0.01 -0.01 -0.02
H 1.36789 -4.62797 -4.53884 0.01 0.02 -0.01
H -0.10204 -5.10743 -2.57804 -0.01 -0.01 0.02
C -1.24632 1.29719 2.55682 -0.19 -0.10 -0.01
C -1.17123 -0.03229 2.18189 -0.01 -0.08 0.27
C 0.21399 -0.35071 1.89525 -0.38 -0.07 -0.66
C 0.96295 0.85670 2.14687 -0.04 0.06 0.20
C 0.07026 1.84603 2.52832 0.29 0.09 0.09
C 0.41240 3.27210 2.86176 -0.05 -0.03 -0.03
C 2.45637 0.96578 2.16515 -0.02 0.03 -0.02
C 0.76385 -1.73830 2.11812 0.06 0.03 0.23
C -2.26314 -1.04389 2.35865 -0.03 -0.02 -0.06
C -2.49545 2.05333 2.91259 0.04 0.01 0.02
H 0.51361 3.43647 3.94221 0.00 0.00 -0.01
H -0.36098 3.96465 2.51196 0.00 0.00 0.00
H 1.35078 3.57906 2.39590 0.00 0.00 0.00
H 2.90215 0.79650 1.18239 0.02 0.01 0.03
H 2.90289 0.22571 2.83760 -0.01 -0.01 -0.02
H 2.77373 1.95149 2.51245 -0.02 0.00 0.01
H 0.36608 -2.48513 1.43249 0.01 0.00 0.06
H 0.51644 -2.07500 3.13575 0.02 0.01 0.01
H 1.84957 -1.75691 2.01860 -0.02 -0.01 -0.01
H -2.26203 -1.79752 1.57256 -0.01 0.04 0.09
H -3.24775 -0.56892 2.37146 0.00 0.01 0.01
H -2.14868 -1.57356 3.31439 0.01 0.01 0.00
H -2.43562 3.10283 2.60455 0.01 -0.01 -0.01
H -2.69763 2.05502 3.99224 0.01 0.01 -0.01
H -3.37639 1.62679 2.42559 0.01 -0.01 0.00
F -2.72721 0.48511 -0.42225 -0.01 0.05 -0.12
C -2.02582 1.66223 -0.37878 -0.45 -0.54 -0.13
C -0.65847 1.57439 -0.31898 -0.13 0.23 -1.20
C -0.01426 2.79359 -0.38317 0.00 -0.07 0.13
F 1.32726 2.86966 -0.42375 0.02 0.01 -0.01
C -0.70198 3.99773 -0.43107 0.08 -0.04 0.01
F -0.04533 5.17450 -0.45112 0.00 0.02 0.00
C -2.08508 4.00665 -0.48885 -0.07 0.03 -0.01
F -2.74710 5.17692 -0.54526 -0.01 0.04 0.00
C -2.77993 2.81100 -0.48980 0.38 0.27 0.26
F -4.12050 2.79892 -0.56846 -0.04 0.00 0.02
Se 2.32106 -5.00056 -0.61694 -0.07 -0.06 0.00
Sb 3.80581 -3.24294 -1.29279 -0.09 0.16 0.11
Se 4.25313 -2.99538 -3.65108 0.04 0.01 -0.12
Se 5.57679 -2.61989 0.17611 0.06 0.02 0.05
Se 2.15501 -0.85660 -0.72907 -0.27 -0.03 -0.44
```
Positions in Å, forces in eV/Å.

Properties
- E_HOMO: -1.618 eV
- ΔE to the lowest compared entry with this formula, charge and spin: 88.62 kcal/mol
- F_max: 2.2 eV Å⁻¹
- Total charge: -2

=====

Record 4
# C4H4Yb

C4H4Yb as an isolated structure in a non-equilibrium geometry (the ωB97M-V functional and the def2-TZVPD basis, the OMol25 dataset).

XYZ file:
```
9
Properties=species:S:1:pos:R:3:forces:R:3
C -1.18877 -0.13430 0.50699 -1.64 -0.44 -2.17
C -0.44978 0.76532 0.99404 -0.86 -2.29 3.59
H -0.70789 0.45583 2.13063 1.49 2.05 -1.23
Yb -2.96745 -0.80935 -1.05800 0.00 -0.07 0.07
C 0.55137 0.63235 -0.10240 1.66 0.70 -0.49
C 1.18152 -0.50133 -0.47275 -0.78 -0.22 -0.50
H 1.85695 -0.50091 -1.33042 0.01 0.17 0.36
H 0.78849 1.57055 -0.61119 -0.20 -0.23 0.08
H 0.93556 -1.47816 -0.05689 0.33 0.33 0.30
```
Positions in Å, forces in eV/Å.

Properties
- E_HOMO: -18.531 eV
- ΔE to the lowest compared entry with this formula, charge and spin: 0.00 kcal/mol
- F_max: 4.3 eV Å⁻¹
- Total charge: +2